1.
Below is a 12-piece molecular cluster, C5H38N3O11 overall, with properties calculated with ωB97M-V/def2-TZVPD.

Calculated values
- Largest force on an atom: 0.0581 hartree/bohr
- M: 316.37 g/mol
- HOMO-LUMO gap (alpha / beta): 9.785 / 4.699 eV
- LUMO (alpha / beta): -5.28 / -10.34 eV
- Total charge: +2
- Spin multiplicity: 2

Last column: Mulliken charge in e.
CARTESIAN COORDINATES (ANGSTROEM)
1 C 0.761 0.228 0.107  0.9072
2 N 1.732 -0.282 -0.843  0.1920
3 C 1.216 -0.730 -2.164  -0.7637
4 C 1.636 0.281 -3.199  -0.4652
5 C 3.062 -0.011 -3.774  -0.8514
6 N 4.183 0.011 -2.855  -0.4590
7 C 1.518 0.849 1.281  -1.5283
8 N 0.706 1.970 1.848  0.0247
9 H 0.104 -0.575 0.397  0.6548
10 H 0.245 1.069 -0.370  -0.9232
11 H 2.479 0.398 -1.004  0.5268
12 H 0.173 -0.997 -1.999  0.3545
13 H 1.721 -1.681 -2.354  0.5518
14 H 0.984 0.452 -4.058  0.4916
15 H 1.757 1.334 -2.917  0.2455
16 H 3.117 -0.796 -4.522  0.3322
17 H 3.229 0.872 -4.403  0.4649
18 H 4.141 -0.567 -2.039  0.2099
19 H 4.591 0.921 -2.706  0.2547
20 H 1.629 0.155 2.109  0.5727
21 H 2.478 1.310 1.068  0.5480
22 H 0.668 2.797 1.249  0.3738
23 H 0.981 2.300 2.777  0.3761
24 H -0.244 1.642 2.048  0.2139
25 H -3.992 0.982 0.537  0.3362
26 H -4.630 1.851 1.608  0.2853
27 O -3.822 1.765 1.087  -0.6739
28 H 0.077 -4.526 1.113  0.3445
29 H 0.087 -4.372 -0.525  0.2718
30 O -0.301 -4.128 0.313  -0.6272
31 H -2.107 1.921 -1.810  0.3428
32 H -1.275 0.740 -1.576  0.1270
33 O -1.261 1.683 -1.377  -0.5210
34 H 0.309 -3.158 3.368  0.2988
35 H 1.339 -3.808 2.653  0.3405
36 O 0.439 -4.012 2.958  -0.6527
37 H -4.715 -1.285 0.571  0.2907
38 H -3.303 -0.936 0.046  0.3240
39 O -4.101 -0.550 0.465  -0.5686
40 H -1.068 -0.867 4.096  0.2934
41 H -1.852 0.032 3.131  0.2968
42 O -0.983 -0.353 3.285  -0.5736
43 H -1.661 -1.801 1.463  0.2509
44 H -1.470 -2.635 0.246  0.3060
45 O -1.559 -1.691 0.505  -0.6069
46 H -2.063 2.449 1.011  0.3532
47 H -1.979 4.046 1.332  0.2753
48 O -1.511 3.212 1.278  -0.6036
49 H -3.418 1.034 -2.993  0.2984
50 H -4.511 0.871 -1.818  0.2782
51 O -3.579 0.844 -2.064  -0.6187
52 H 1.997 -2.178 1.294  0.2993
53 H 3.378 -1.567 1.423  0.3183
54 O 2.643 -1.918 1.942  -0.6322
55 H 1.902 3.993 -1.105  0.3629
56 H 1.149 2.758 -0.763  0.0495
57 O 2.021 3.154 -0.635  -0.5701

---

2.
Below is a 14-piece molecular cluster, C5H39N2O14 overall, with properties calculated with ωB97M-V/def2-TZVPD.

Calculated values
- Largest force on an atom: 0.0637 hartree/bohr
- M: 351.37 g/mol
- HOMO-LUMO gap: 8.390 eV
- LUMO: 2.19 eV
- Total charge: -1
- ΔE to the lowest compared entry with this formula, charge and spin: 71.8 kcal per mole

Last column: Mulliken charge in e.
CARTESIAN COORDINATES (ANGSTROEM)
1 N 2.930 0.434 -0.398  -0.8043
2 C 1.920 1.468 -0.702  0.3559
3 C 1.066 1.810 0.540  0.2029
4 N -0.310 2.120 0.147  0.0700
5 C -2.716 1.803 0.494  -1.7233
6 C -1.331 1.859 1.199  1.2102
7 C -1.241 3.094 2.162  -0.8833
8 O -2.159 2.816 3.226  -0.6008
9 H 2.924 0.141 0.580  0.3269
10 H 2.758 -0.464 -0.855  0.2539
11 H 1.330 1.048 -1.496  -0.3526
12 H 2.429 2.338 -1.111  0.0491
13 H 1.596 2.543 1.097  0.3271
14 H 1.123 0.941 1.235  -0.2324
15 H -0.629 1.754 -0.736  -0.3603
16 H -3.419 2.286 1.127  0.4039
17 H -2.629 2.473 -0.347  0.6655
18 H -2.988 0.729 0.471  0.0806
19 H -1.174 1.031 1.874  -0.0628
20 H -1.580 4.019 1.750  0.4459
21 H -0.229 3.115 2.518  0.3865
22 H 1.371 3.692 -2.201  0.3399
23 H -0.054 3.211 -1.768  0.5005
24 O 0.431 3.795 -2.360  -0.7482
25 H 1.160 -2.184 -3.787  0.3070
26 H -0.328 -1.909 -3.265  0.3753
27 O 0.240 -2.456 -3.809  -0.6760
28 H -0.367 0.260 -1.727  0.2358
29 H -0.266 0.155 -3.270  0.3962
30 O -0.835 -0.042 -2.509  -0.8056
31 H -1.691 -3.274 1.152  0.4005
32 H -1.296 -4.950 1.164  0.2427
33 O -1.360 -4.099 0.736  -0.6928
34 H -2.224 1.492 -2.216  0.3088
35 H -1.828 1.875 -3.614  0.2858
36 O -2.071 2.266 -2.768  -0.5829
37 H -0.275 -3.770 -0.490  0.4261
38 H -0.350 -4.067 -2.075  0.2757
39 O 0.236 -3.896 -1.334  -0.7119
40 H 0.583 -2.350 3.381  0.5741
41 H 0.719 -3.882 2.686  0.2918
42 O 1.026 -3.329 3.412  -0.8181
43 H 1.640 -3.130 -2.085  0.4678
44 H 2.996 -3.689 -1.770  0.2857
45 O 2.590 -2.947 -2.229  -0.6814
46 H -1.813 -1.019 0.407  0.2044
47 H -1.018 -1.369 1.830  0.6864
48 O -1.869 -1.516 1.223  -0.8728
49 H 2.131 -2.272 2.733  0.2954
50 H 2.779 -2.369 1.375  0.2779
51 O 2.941 -1.953 2.231  -0.7157
52 H -1.858 1.961 3.617  0.4168
53 H -1.284 0.209 4.766  0.2765
54 O -0.621 0.714 4.263  -0.8225
55 H 0.776 -0.902 2.180  0.2456
56 H -0.120 -0.125 3.724  0.3850
57 O 0.036 -1.121 2.759  -1.1457
58 H 0.452 1.382 -4.970  0.2876
59 H 0.777 2.586 -3.957  0.3730
60 O 0.976 1.663 -4.214  -0.6472

---

3.
Below is a 14-piece molecular cluster, C5H39N2O14 overall, with properties calculated with ωB97M-V/def2-TZVPD.

Calculated values
- Largest force on an atom: 0.0661 hartree/bohr
- M: 351.37 g/mol
- HOMO-LUMO gap (alpha / beta): 2.466 / 9.895 eV
- LUMO (alpha / beta): 0.17 / 0.10 eV
- ΔE to the lowest compared entry with this formula, charge and spin: 0.0 kcal per mole
- Spin multiplicity: 2

Last column: Mulliken charge in e.
CARTESIAN COORDINATES (ANGSTROEM)
1 N -0.747 -1.722 -0.873  -0.4034
2 C 0.453 -1.022 -0.223  -1.6728
3 C -0.074 0.410 -0.016  0.5989
4 N 0.837 1.387 -0.011  -0.2149
5 C 2.722 1.550 1.544  -1.2643
6 C 2.309 1.229 0.123  1.4880
7 C 3.049 2.046 -0.947  -1.7548
8 O -1.279 0.656 -0.073  -0.4108
9 H -1.322 -2.174 -0.143  0.4376
10 H -1.236 -1.024 -1.445  0.2566
11 H -0.414 -2.612 -1.290  0.4568
12 H 1.326 -1.068 -0.876  0.5721
13 H 0.702 -1.602 0.649  0.3115
14 H 0.548 2.395 -0.113  0.3017
15 H 1.939 1.187 2.201  0.2310
16 H 3.157 2.523 1.742  0.3520
17 H 3.440 0.724 1.815  0.3871
18 H 2.535 0.233 -0.303  -0.3602
19 H 3.525 1.463 -1.758  0.3198
20 H 3.623 2.834 -0.412  0.3996
21 H 2.385 2.638 -1.560  0.3720
22 H 0.665 1.076 -2.387  -0.3751
23 H -0.084 0.203 -3.517  0.1924
24 O 0.685 0.283 -2.938  0.4006
25 H 0.362 -4.707 0.539  0.3030
26 H 1.187 -3.784 -0.230  0.2977
27 O 0.395 -3.752 0.357  -0.5620
28 H -3.197 -0.739 -3.840  0.3125
29 H -2.802 0.530 -3.029  0.2625
30 O -3.085 -0.395 -2.955  -0.6695
31 H -1.232 0.828 3.668  0.3197
32 H -1.386 0.122 4.870  0.3136
33 O -1.461 -0.107 3.932  -0.5213
34 H -3.564 -1.912 0.864  0.3041
35 H -3.616 -1.132 -0.519  0.2590
36 O -3.177 -1.829 -0.010  -0.6125
37 H -1.225 3.819 -0.145  0.1610
38 H 0.211 4.556 -0.636  0.1528
39 O -0.292 3.778 -0.380  -0.3871
40 H -2.406 1.821 1.285  0.2464
41 H -3.604 2.863 1.202  0.2207
42 O -2.664 2.721 1.059  -0.4207
43 H 1.208 -1.828 -2.844  0.2623
44 H 1.693 -3.036 -3.636  0.1342
45 O 1.278 -2.804 -2.795  -0.4593
46 H 0.534 -2.246 2.622  0.3230
47 H 1.142 -2.549 4.040  0.2735
48 O 1.192 -1.980 3.275  -0.5641
49 H 3.827 -2.859 -0.629  0.2565
50 H 2.717 -3.077 -1.555  0.2596
51 O 2.864 -2.962 -0.580  -0.6405
52 H -0.046 2.265 2.627  0.2590
53 H -1.242 3.171 2.948  0.3267
54 O -0.815 2.346 3.205  -0.8000
55 H -2.762 -1.346 2.573  0.3340
56 H -2.609 -2.254 3.603  0.3245
57 O -2.917 -2.304 2.685  -0.7377
58 H -0.705 2.533 -4.261  0.3520
59 H -1.162 2.497 -2.811  0.1320
60 O -1.387 2.138 -3.686  -0.6370

---

4.
Below is a 13-piece molecular cluster, C5H39N3O12 overall, with properties calculated with ωB97M-V/def2-TZVPD.

Calculated values
- Largest force on an atom: 0.0461 hartree/bohr
- M: 333.38 g/mol
- HOMO-LUMO gap: 8.971 eV
- LUMO: 0.02 eV
- ΔE to the lowest compared entry with this formula, charge and spin: 66.7 kcal per mole

Last column: Mulliken charge in e.
CARTESIAN COORDINATES (ANGSTROEM)
1 C 1.792 2.628 -0.122  -0.9505
2 N 0.438 2.751 0.423  0.0967
3 C 0.137 4.067 1.010  -1.1339
4 C 2.385 1.131 0.062  0.5105
5 C 2.880 0.696 -1.341  -1.7185
6 N 1.525 0.265 0.809  0.2685
7 C 1.826 0.173 2.283  -0.7059
8 N 0.722 0.512 3.142  -0.3271
9 H 2.502 3.295 0.373  0.3438
10 H 1.904 2.884 -1.182  0.2635
11 H -0.133 2.656 -0.413  0.2129
12 H -0.584 3.964 1.816  0.2844
13 H 1.038 4.444 1.483  0.3696
14 H -0.286 4.756 0.281  0.3531
15 H 3.306 1.341 0.608  0.2382
16 H 3.369 -0.268 -1.215  0.4170
17 H 3.427 1.588 -1.632  0.5612
18 H 2.021 0.581 -2.009  0.1639
19 H 0.540 0.480 0.741  -0.2994
20 H 2.105 -0.881 2.317  0.2905
21 H 2.704 0.793 2.448  0.3840
22 H 0.751 1.501 3.350  0.2684
23 H -0.156 0.296 2.689  0.1513
24 H -0.418 -2.287 -2.814  0.3474
25 H -0.763 -3.475 -3.680  0.3317
26 O -0.084 -2.803 -3.564  -0.6541
27 H -3.169 1.193 -1.268  0.3849
28 H -3.824 -0.166 -0.880  0.3563
29 O -3.735 0.757 -0.616  -0.7049
30 H -0.247 2.063 -4.901  0.3279
31 H 0.159 0.937 -3.894  0.3668
32 O -0.447 1.174 -4.593  -0.7530
33 H 0.167 -1.212 4.978  0.3342
34 H -0.861 -1.944 4.065  0.2806
35 O -0.633 -1.740 4.973  -0.6248
36 H -0.389 -0.713 -0.519  0.0586
37 H -1.076 -1.757 -1.405  0.4252
38 O -0.483 -1.010 -1.415  -0.2313
39 H 0.549 -5.074 0.054  0.2690
40 H 0.845 -3.842 -0.686  0.4124
41 O 0.116 -4.470 -0.559  -0.5998
42 H 0.984 -3.145 2.802  0.3319
43 H 1.412 -4.569 2.253  0.2632
44 O 1.714 -3.738 2.617  -0.5975
45 H -3.086 1.468 0.909  0.4252
46 H -1.594 1.783 0.812  0.3174
47 O -2.359 1.940 1.374  -0.6348
48 H -2.558 -0.822 2.940  0.3141
49 H -1.794 -0.249 1.656  0.1911
50 O -2.179 -1.009 2.081  -0.7004
51 H 1.710 -2.499 -2.543  0.3624
52 H 1.844 -1.682 -1.382  0.2222
53 O 2.038 -2.599 -1.632  -0.7543
54 H -1.735 1.723 -3.444  0.3704
55 H -2.839 2.803 -3.217  0.2495
56 O -2.320 2.128 -2.774  -0.6326
57 H -2.665 -1.803 -0.072  0.2618
58 H -3.591 -2.813 -0.654  0.2902
59 O -2.902 -2.203 -0.923  -0.6491